{
  "formula": "C32H43As2Br2N5O9Ti",
  "method": "the ωB97M-V functional and the def2-TZVPD basis",
  "elements": ["Ti", "N", "C", "C", "C", "N", "C", "C", "N", "C", "H", "H", "H", "H", "H", "H", "H", "H", "H", "H", "H", "H", "H", "H", "H", "H", "Br", "C", "C", "C", "Br", "C", "C", "C", "C", "N", "C", "C", "O", "H", "H", "H", "H", "C", "O", "C", "O", "C", "C", "As", "C", "C", "C", "As", "C", "C", "O", "O", "C", "C", "O", "O", "C", "C", "O", "O", "C", "H", "H", "H", "H", "H", "H", "H", "H", "H", "H", "H", "H", "H", "H", "H", "H", "H", "H", "C", "C", "C", "N", "H", "H", "H", "H", "H"],
  "positions_angstrom": [[1.23729, -0.51751, 0.20058], [-0.14088, -4.24102, 1.93372], [1.25786, -4.02719, 1.41660], [1.87966, -5.23940, 0.76063], [3.15549, -4.74156, 0.05185], [2.75041, -3.89936, -1.07417], [4.05342, -3.95037, 1.00886], [3.37839, -2.91550, 1.91909], [3.03196, -1.63115, 1.24912], [2.12098, -3.50432, 2.54755], [-0.74335, -4.65769, 1.22391], [-0.49731, -3.30311, 2.16812], [-0.15724, -4.83921, 2.76024], [1.15073, -3.26746, 0.64548], [1.21299, -5.67432, 0.01002], [2.12282, -6.01432, 1.49138], [3.72034, -5.62277, -0.26925], [2.36088, -4.46532, -1.82116], [3.55427, -3.42244, -1.46890], [4.85390, -3.47277, 0.43654], [4.54809, -4.66558, 1.66991], [4.09628, -2.69429, 2.71182], [3.69820, -1.46053, 0.49887], [3.19234, -0.87674, 1.91240], [1.60533, -2.73487, 3.12429], [2.39113, -4.32259, 3.22167], [4.53791, -0.00177, -3.51411], [2.89051, -0.90513, -3.57791], [2.42902, -1.44388, -4.79837], [1.23392, -2.10285, -4.86492], [0.65580, -2.79901, -6.52046], [0.42760, -2.25770, -3.70662], [-0.83167, -2.89390, -3.65585], [-1.51883, -2.94390, -2.47172], [-0.95837, -2.36187, -1.32655], [0.22259, -1.77907, -1.32850], [0.91553, -1.71529, -2.50308], [2.15800, -1.03297, -2.42306], [2.51454, -0.55585, -1.23602], [3.03454, -1.32739, -5.68608], [-1.24652, -3.32648, -4.55598], [-2.49273, -3.40868, -2.41726], [-1.50209, -2.34356, -0.38770], [0.63102, 0.75013, 4.55713], [0.64092, -0.32913, 3.60492], [0.05889, -0.19421, 2.42599], [0.01195, -1.29670, 1.74727], [-0.43731, 1.01561, 1.87938], [0.28343, 2.22887, 1.88396], [-0.58061, 3.99980, 1.82282], [-1.64764, 3.81289, 3.45916], [-2.02480, 3.60554, 0.53976], [-2.51447, 2.42136, 0.17885], [-2.08663, 0.65402, 0.88476], [-3.43142, 0.58754, 2.31710], [-3.48398, 2.22892, -0.95650], [-3.14327, 2.22077, -2.11300], [-4.70976, 1.97167, -0.51768], [-5.70277, 1.76979, -1.54404], [-2.50623, 4.89362, -0.07503], [-1.91884, 5.93326, 0.07916], [-3.66799, 4.77708, -0.71296], [-4.17736, 5.99751, -1.28859], [1.70487, 2.05201, 1.70151], [2.17725, 0.91204, 1.38412], [2.64430, 2.96102, 1.81555], [2.51253, 4.24216, 2.44980], [0.77912, 0.28450, 5.52624], [-0.32161, 1.27588, 4.52799], [1.44670, 1.44012, 4.34840], [-1.01246, 4.04377, 4.31419], [-2.06687, 2.81533, 3.56765], [-2.45263, 4.54658, 3.42502], [-3.57722, 1.54544, 2.80784], [-3.12091, -0.16565, 3.04219], [-4.36992, 0.27537, 1.86198], [-5.43276, 0.91930, -2.16653], [-5.78194, 2.66154, -2.16199], [-6.63286, 1.58567, -1.01774], [-5.11517, 5.72770, -1.76204], [-3.47269, 6.39034, -2.01818], [-4.33774, 6.73715, -0.50754], [3.52369, 4.51292, 2.73816], [1.88234, 4.17634, 3.33756], [2.11142, 4.97624, 1.75858], [-0.63137, 1.77052, -4.32563], [-0.21620, 2.60516, -3.10787], [0.10394, 1.75227, -1.97394], [0.33922, 1.06424, -1.08778], [-0.82486, 2.43808, -5.16163], [-1.54280, 1.21634, -4.10699], [0.15719, 1.07530, -4.61347], [-1.03270, 3.25876, -2.80058], [0.66325, 3.21592, -3.32228]],
  "forces_ev_per_a": [[0.56, 0.50, -0.34], [0.00, 0.04, -0.09], [0.10, 0.04, 0.04], [0.00, 0.04, -0.06], [0.00, -0.04, 0.02], [0.00, 0.02, 0.01], [0.01, 0.02, -0.01], [0.02, -0.01, 0.01], [0.05, -0.12, -0.10], [0.01, 0.03, -0.04], [-0.03, -0.03, -0.01], [-0.03, 0.01, 0.08], [-0.02, 0.00, 0.05], [-0.06, 0.06, 0.00], [-0.01, -0.03, 0.01], [0.01, -0.01, 0.02], [0.00, 0.01, 0.00], [0.01, 0.00, 0.00], [-0.01, -0.01, -0.01], [0.02, -0.01, 0.02], [0.00, -0.01, 0.00], [-0.05, 0.00, 0.02], [-0.01, 0.03, -0.03], [0.05, -0.01, 0.04], [-0.01, 0.00, 0.00], [0.01, 0.00, 0.02], [-0.04, -0.03, -0.04], [0.10, 0.06, 0.15], [-0.11, -0.06, 0.03], [0.06, 0.00, -0.12], [0.00, 0.01, 0.03], [-0.04, -0.02, 0.07], [0.08, 0.04, 0.02], [-0.03, -0.04, -0.04], [0.07, 0.03, 0.05], [-0.12, -0.10, 0.05], [-0.03, 0.00, 0.06], [0.02, 0.04, -0.04], [-0.30, -0.15, 0.15], [0.01, 0.01, 0.00], [0.00, 0.00, -0.01], [-0.01, 0.00, 0.03], [-0.01, 0.01, 0.00], [0.00, 0.06, 0.07], [-0.03, 0.02, -0.06], [0.01, -0.24, 0.09], [0.09, 0.00, -0.09], [-0.12, 0.05, -0.01], [0.02, -0.08, 0.01], [0.04, -0.02, -0.10], [0.00, 0.05, 0.01], [0.05, -0.13, -0.13], [0.01, -0.03, 0.01], [-0.14, 0.03, 0.01], [0.00, -0.01, -0.03], [-0.01, 0.27, -0.02], [0.01, -0.11, 0.00], [0.08, -0.05, 0.00], [-0.05, -0.02, -0.02], [-0.18, 0.04, 0.29], [0.07, 0.00, -0.10], [0.08, -0.02, -0.05], [-0.03, 0.05, -0.01], [0.05, 0.03, 0.16], [-0.18, -0.10, -0.17], [-0.03, -0.05, -0.08], [-0.05, 0.09, 0.12], [0.00, 0.00, -0.01], [0.00, -0.01, -0.01], [-0.01, -0.02, 0.00], [-0.01, -0.01, 0.01], [0.01, 0.00, -0.02], [0.00, 0.00, 0.01], [0.04, 0.00, -0.01], [-0.02, 0.01, 0.01], [0.00, 0.00, 0.02], [0.00, 0.01, 0.00], [0.02, 0.00, 0.01], [0.01, 0.00, 0.00], [0.01, 0.00, 0.00], [-0.01, -0.01, 0.00], [0.00, -0.01, 0.00], [-0.01, -0.01, 0.01], [0.00, -0.02, -0.02], [0.01, -0.02, -0.02], [-0.01, -0.03, 0.06], [0.06, -0.01, -0.15], [-0.12, 0.11, 0.08], [0.05, -0.12, 0.06], [0.00, 0.00, -0.02], [0.01, 0.01, -0.01], [0.01, -0.01, -0.01], [0.01, 0.01, 0.05], [0.00, -0.01, 0.03]],
  "e_above_lowest_kj_mol": 0.0,
  "charge": 2,
  "total_energy_ha": -12664.79918,
  "multiplicity": 3,
  "lumo_ev": [-5.215, -6.347]
}

---

{
  "formula": "C32H43BBrN7S3W",
  "method": "the ωB97M-V functional and the def2-TZVPD basis",
  "elements": ["W", "C", "C", "C", "C", "N", "N", "B", "N", "N", "C", "C", "C", "C", "C", "S", "C", "C", "C", "C", "N", "N", "C", "C", "C", "C", "C", "S", "C", "C", "C", "C", "C", "S", "C", "C", "C", "C", "H", "H", "H", "H", "H", "H", "H", "H", "H", "H", "H", "H", "H", "H", "H", "H", "H", "H", "H", "H", "H", "H", "H", "H", "H", "H", "H", "H", "H", "H", "H", "H", "H", "H", "H", "H", "H", "H", "H", "Br", "C", "C", "C", "C", "N", "C", "H", "H", "H", "H"],
  "positions_angstrom": [[-1.68747, 2.19979, 1.82841], [-4.59513, -1.99164, 0.34593], [-3.09004, -1.92681, 0.37571], [-2.27132, -3.01552, 0.19917], [-0.86118, -2.89919, 0.20243], [-0.27824, -1.72448, 0.41772], [-1.07898, -0.69270, 0.60972], [-0.43148, 0.68962, 0.73339], [1.00267, 0.65275, 1.26444], [1.92149, 0.30503, 0.38181], [3.17587, 0.23047, 0.81596], [3.46686, 0.47524, 2.17866], [2.48929, 0.82998, 3.08729], [2.75718, 1.10706, 4.54795], [1.22499, 0.94053, 2.53572], [-0.16329, 1.53175, 3.46802], [4.22500, -0.13109, -0.21932], [5.62506, -0.08741, 0.39799], [4.13547, 0.87511, -1.38192], [3.90756, -1.54604, -0.74939], [-0.47082, 1.40466, -0.67991], [-0.56360, 0.55518, -1.68983], [-0.49692, 1.03575, -2.92213], [-0.33389, 2.42695, -3.13748], [-0.31148, 3.32194, -2.09488], [-0.20643, 4.81794, -2.28114], [-0.40199, 2.73424, -0.83413], [-0.45488, 3.74562, 0.63413], [-0.56855, 0.05503, -4.07061], [-0.80320, -1.36930, -3.56317], [0.77873, 0.12204, -4.82539], [-1.72362, 0.49746, -5.00046], [-2.40133, -0.74552, 0.59514], [-3.26061, 0.78555, 0.84300], [0.00433, -4.11040, -0.01957], [-0.44553, -4.80322, -1.32346], [1.47555, -3.71307, -0.12397], [-0.22785, -5.05722, 1.17748], [-4.93250, -3.01094, 0.17847], [-5.00140, -1.36995, -0.45949], [-5.02875, -1.64665, 1.28843], [-2.71714, -3.99551, 0.06416], [4.49292, 0.40274, 2.51843], [3.80132, 0.93193, 4.78925], [2.15266, 0.45831, 5.19042], [2.52522, 2.14617, 4.80684], [5.90135, 0.90724, 0.76341], [6.34019, -0.35228, -0.37563], [5.74882, -0.81279, 1.20845], [4.41427, 1.88586, -1.05768], [3.12837, 0.90113, -1.81524], [4.83259, 0.57451, -2.16676], [3.90525, -2.28553, 0.05889], [4.67978, -1.83237, -1.46492], [2.93975, -1.57696, -1.25431], [-0.24769, 2.79735, -4.15292], [-0.00579, 5.06401, -3.32079], [0.59718, 5.24558, -1.67737], [-1.14047, 5.31429, -2.00025], [0.00771, -1.70717, -2.90819], [-0.85019, -2.04091, -4.42081], [-1.75179, -1.45253, -3.01748], [1.62546, -0.09465, -4.16403], [0.94327, 1.09438, -5.29936], [0.77375, -0.62579, -5.62039], [-2.67176, 0.59916, -4.45861], [-1.86079, -0.26263, -5.77139], [-1.51286, 1.43985, -5.51585], [-0.35539, -4.13637, -2.18774], [-1.47055, -5.17935, -1.27926], [0.19828, -5.66431, -1.49526], [1.63455, -2.92259, -0.86507], [2.04702, -4.58682, -0.43525], [1.87357, -3.36722, 0.83750], [-1.25365, -5.43772, 1.22304], [0.00558, -4.56829, 2.12895], [0.43118, -5.91779, 1.06889], [-6.17735, 1.71480, 5.67996], [-4.79379, 2.64925, 4.91031], [-4.60374, 4.01417, 5.17144], [-3.54090, 4.70466, 4.58169], [-2.71594, 4.02463, 3.73744], [-2.92176, 2.69306, 3.44555], [-3.94624, 2.00382, 4.05227], [-5.28532, 4.53344, 5.83999], [-3.35462, 5.74942, 4.79827], [-1.86046, 4.51329, 3.29051], [-4.06141, 0.95801, 3.82813]],
  "forces_ev_per_a": [[-0.57, 0.78, 0.78], [0.15, 0.06, -0.02], [-0.61, -0.35, -0.08], [0.05, -0.24, -0.02], [-0.02, -0.01, 0.03], [-0.26, -0.32, -0.02], [0.24, 0.47, 0.19], [0.29, -0.37, -0.39], [-0.36, 0.01, -0.48], [0.24, 0.08, 0.26], [-0.02, -0.05, 0.00], [0.16, -0.05, -0.06], [0.49, 0.05, 0.58], [-0.12, -0.01, -0.21], [-0.32, -0.01, 0.31], [-0.46, 0.14, -0.88], [-0.06, 0.04, 0.02], [0.02, -0.10, -0.06], [-0.01, 0.16, 0.03], [0.17, 0.08, 0.16], [-0.05, -0.06, 0.28], [0.05, 0.14, -0.06], [0.08, 0.00, -0.10], [0.00, -0.17, -0.26], [0.02, 0.57, -0.21], [-0.07, -0.24, 0.07], [-0.09, -0.10, 0.29], [-0.18, -0.60, 0.28], [-0.01, 0.15, -0.05], [-0.07, 0.01, 0.07], [0.01, 0.02, 0.01], [0.00, -0.06, 0.02], [-0.16, 0.36, 0.05], [0.76, 0.49, 0.14], [-0.11, -0.05, -0.03], [0.03, 0.09, -0.05], [-0.04, -0.01, 0.04], [0.04, 0.01, 0.04], [0.02, -0.03, 0.00], [0.08, -0.05, 0.07], [0.06, -0.02, -0.03], [0.06, 0.07, -0.05], [-0.04, -0.03, -0.03], [0.05, -0.02, -0.03], [0.04, 0.04, -0.11], [0.01, -0.10, -0.09], [-0.09, -0.07, -0.05], [0.13, -0.01, -0.02], [-0.01, 0.03, -0.10], [-0.06, -0.16, -0.07], [0.15, -0.03, 0.07], [-0.04, 0.03, 0.07], [0.04, 0.10, -0.13], [-0.03, 0.01, 0.03], [0.17, 0.16, 0.04], [-0.01, -0.05, 0.02], [0.00, -0.05, -0.03], [0.00, -0.07, 0.00], [0.03, -0.08, 0.00], [-0.08, 0.07, -0.09], [-0.01, 0.02, 0.04], [0.12, 0.01, -0.08], [-0.12, 0.00, -0.07], [-0.02, -0.08, 0.07], [-0.01, 0.06, 0.04], [0.15, -0.05, -0.07], [0.01, 0.06, 0.02], [0.00, -0.11, 0.10], [0.01, -0.08, 0.10], [0.07, 0.04, 0.03], [0.00, -0.02, -0.02], [-0.18, -0.29, 0.14], [0.05, 0.02, 0.06], [-0.09, -0.04, -0.15], [0.12, 0.07, -0.04], [0.01, -0.06, -0.10], [-0.01, -0.03, 0.03], [-0.39, -0.22, 0.25], [-0.09, 0.44, 0.21], [0.13, 0.21, -0.02], [-0.41, 0.00, 0.50], [-0.19, -0.89, -0.30], [-0.07, -0.04, -0.02], [1.01, 0.51, -0.46], [0.05, -0.05, -0.06], [-0.06, -0.04, 0.00], [0.16, 0.07, -0.20], [0.06, -0.14, -0.15]],
  "charge": 4,
  "total_energy_ha": -5487.58816,
  "lumo_ev": [-14.559, -14.558]
}